a:
# C2H6N6

C2H6N6 in the gas phase (wB97M-V/def2-TZVPD, the OMol25 dataset).

**Net charge**: 0
**Highest occupied orbital energy (spin up / spin down)**: -7.82 / -7.82 eV
**Kohn-Sham gap (spin up / spin down)**: 8.01 / 8.01 eV

The geometry in XYZ format:
```
14
C2H6N6, DFT wB97M-V/def2-TZVPD
C 3.26 -0.21 -0.25
C 2.07 -0.21 -0.19
N -1.94 0.23 -0.04
N -1.22 1.18 1.04
N -1.38 -0.98 -0.37
N 0.00 1.44 0.53
N -0.04 -0.93 -0.70
N 0.79 -0.30 0.17
H 4.30 -0.08 -0.49
H -2.91 -0.03 0.15
H -1.09 0.65 1.91
H -1.58 -1.75 0.39
H -0.19 1.81 -0.46
H -0.07 -0.83 -1.70
```

***

b:
# C2H6N6

C2H6N6 in the gas phase (wB97M-V/def2-TZVPD, the OMol25 dataset).

**Net charge**: 0
**Highest occupied orbital energy**: -8.16 eV
**Kohn-Sham gap**: 8.68 eV

The geometry in XYZ format:
```
14
C2H6N6, DFT wB97M-V/def2-TZVPD
C 1.03 -0.38 -0.07
C -1.11 -0.25 0.08
H 2.64 0.69 -0.75
H 2.98 -0.79 0.14
H -3.00 -0.49 -0.03
H -2.67 1.20 0.40
H 0.66 2.34 -0.72
H 0.55 2.13 1.08
N 2.34 0.03 0.01
N 0.54 -1.59 0.06
N -0.84 -1.49 0.07
N -2.38 0.34 -0.20
N 0.07 0.58 -0.09
N 0.18 1.95 0.13
```

***

The structure with the least stability is a.

***

a:
# C3H7NOS

A gas-phase ion, C3H7NOS (charge -2) (wB97M-V/def2-TZVPD, the OMol25 dataset).

**Net charge**: -2
**Highest occupied orbital energy**: 1.49 eV
**Kohn-Sham gap**: 4.84 eV

The geometry in XYZ format:
```
13
C3H7NOS, DFT wB97M-V/def2-TZVPD
C 0.77 -1.35 -0.60
O 1.76 -1.52 -1.52
C -0.16 0.01 -0.88
C -1.27 0.07 0.19
S -0.91 0.81 1.81
N 0.71 1.18 -0.84
H 0.12 -2.21 -0.51
H 1.28 -1.22 0.32
H -0.49 -0.16 -1.84
H -1.70 -0.96 0.29
H -2.00 0.77 -0.36
H 0.77 1.35 0.19
H 1.55 0.92 -1.24
```

***

b:
# C3H7NOS

A gas-phase ion, C3H7NOS (charge -2) (wB97M-V/def2-TZVPD, the OMol25 dataset).

**Net charge**: -2
**Highest occupied orbital energy**: 1.17 eV
**Kohn-Sham gap**: 5.18 eV

The geometry in XYZ format:
```
13
C3H7NOS, DFT wB97M-V/def2-TZVPD
C 0.38 -0.73 1.14
O 0.11 -0.47 2.44
C 0.15 0.44 0.16
C 0.49 0.03 -1.29
S -0.81 -0.63 -2.41
N -1.20 0.98 0.29
H 1.47 -0.93 0.96
H -0.26 -1.54 0.69
H 0.82 1.26 0.42
H 1.32 -0.69 -1.26
H 0.88 0.91 -1.81
H -1.75 0.73 -0.52
H -1.57 0.64 1.18
```

***

The structure with the least stability is a.

***

a:
# C2H8N2O

2 unconnected molecules or ions with the total composition C2H8N2O (wB97M-V/def2-TZVPD, the OMol25 dataset).

**Net charge**: 0
**Highest occupied orbital energy**: -9.38 eV
**Kohn-Sham gap**: 8.77 eV

The geometry in XYZ format:
```
13
C2H8N2O, DFT wB97M-V/def2-TZVPD
C -0.97 -0.91 0.68
C 0.91 2.02 -0.83
N -1.15 -0.70 -0.64
N -0.12 -1.92 1.23
O 0.22 0.90 -0.36
H -0.41 -1.17 -1.18
H 0.84 -1.83 0.91
H -0.45 -2.86 1.07
H -1.87 -0.73 1.28
H -0.31 0.24 0.71
H 1.66 2.33 -0.09
H 1.43 1.79 -1.76
H 0.23 2.87 -1.02
```

***

b:
# C2H8N2O

2 unconnected molecules or ions with the total composition C2H8N2O (wB97M-V/def2-TZVPD, the OMol25 dataset).

**Net charge**: 0
**Highest occupied orbital energy**: -7.74 eV
**Kohn-Sham gap**: 8.74 eV

The geometry in XYZ format:
```
13
C2H8N2O, DFT wB97M-V/def2-TZVPD
C 0.04 -0.70 -0.34
C 0.81 -0.26 0.65
N 0.82 -0.72 1.99
N 0.01 -0.12 -1.64
H -0.68 -1.50 -0.20
H 1.55 0.50 0.41
H 1.74 -0.58 2.38
H 0.64 -1.71 2.06
H 0.95 0.05 -1.94
H -0.43 -0.75 -2.29
H -1.71 2.26 -1.07
H -1.57 1.57 0.32
O -2.19 1.96 -0.30
```

***

The structure with the least stability is a.

***

a:
# C2H8N2O

2 unconnected molecules or ions with the total composition C2H8N2O (wB97M-V/def2-TZVPD, the OMol25 dataset).

**Net charge**: 0
**Highest occupied orbital energy**: -8.67 eV
**Kohn-Sham gap**: 9.63 eV

The geometry in XYZ format:
```
13
C2H8N2O, DFT wB97M-V/def2-TZVPD
C -1.22 1.31 0.13
N 0.06 0.66 -0.05
C 0.34 -0.31 0.92
N 1.45 -0.87 1.17
H -1.86 0.73 0.79
H -1.43 1.76 -0.84
H -1.21 2.10 0.91
H 0.61 0.47 -0.86
H -0.37 -0.18 1.78
H 2.25 -0.24 1.10
H 0.84 -1.79 -2.34
H 0.48 -1.94 -0.95
O 0.06 -1.68 -1.77
```

***

b:
# C2H8N2O

2 unconnected molecules or ions with the total composition C2H8N2O (wB97M-V/def2-TZVPD, the OMol25 dataset).

**Net charge**: 0
**Highest occupied orbital energy**: -8.53 eV
**Kohn-Sham gap**: 9.41 eV

The geometry in XYZ format:
```
13
C2H8N2O, DFT wB97M-V/def2-TZVPD
C 1.80 -0.90 0.33
C -2.29 0.39 0.41
N 1.87 1.38 -0.31
N 2.50 0.29 -0.25
O -1.50 -0.66 -0.20
H 2.15 -1.73 -0.22
H 2.19 -1.13 1.44
H 0.65 -0.89 0.26
H -2.98 0.78 -0.31
H -1.51 1.00 0.57
H -2.95 -0.09 1.31
H -2.12 -1.23 -0.64
H 2.22 2.06 -1.02
```

***

c:
# C2H8N2O

2 unconnected molecules or ions with the total composition C2H8N2O (wB97M-V/def2-TZVPD, the OMol25 dataset).

**Net charge**: 0
**Highest occupied orbital energy**: -7.60 eV
**Kohn-Sham gap**: 8.59 eV

The geometry in XYZ format:
```
13
C2H8N2O, DFT wB97M-V/def2-TZVPD
C 0.74 -0.50 -0.05
C -0.53 -0.57 -0.41
N -1.26 -1.80 -0.52
N 1.51 0.69 0.34
H 1.28 -1.35 0.34
H -1.13 0.19 -0.84
H -0.67 -2.62 -0.33
H -1.85 -1.87 -1.31
H 1.68 1.29 -0.45
H 2.46 0.40 0.58
H -0.70 1.61 1.51
H -0.42 2.56 0.42
O -1.12 1.96 0.71
```

***

The structure with the least stability is b.

***

a:
# C3H5BrF2

2 unconnected molecules or ions with the total composition C3H5BrF2 (wB97M-V/def2-TZVPD, the OMol25 dataset).

**Net charge**: 0
**Highest occupied orbital energy (spin up / spin down)**: -7.79 / -9.26 eV
**Kohn-Sham gap (spin up / spin down)**: 7.92 / 9.61 eV

The geometry in XYZ format:
```
11
C3H5BrF2, DFT wB97M-V/def2-TZVPD
C 0.05 0.75 -0.14
C 1.01 -0.07 0.65
C -0.57 -2.38 -0.38
F -1.79 -1.78 0.01
F -0.29 -3.47 0.31
Br 2.67 -0.42 -0.10
H -0.89 0.31 -0.08
H 0.28 1.05 -1.09
H -0.14 1.76 0.49
H 1.00 -0.61 1.62
H -0.38 -2.65 -1.36
```

***

b:
# C3H5BrF2

C3H5BrF2 in the gas phase (wB97M-V/def2-TZVPD, the OMol25 dataset).

**Net charge**: 0
**Highest occupied orbital energy**: -10.44 eV
**Kohn-Sham gap**: 11.17 eV

The geometry in XYZ format:
```
11
C3H5BrF2, DFT wB97M-V/def2-TZVPD
C 1.35 -0.21 0.07
C -0.99 0.73 0.16
C -0.17 -0.52 -0.07
F -0.53 -1.00 -1.39
F -0.37 -1.57 0.74
Br -2.89 0.62 -0.31
H 1.77 -1.13 0.54
H 1.80 -0.19 -1.01
H 1.54 0.65 0.58
H -0.98 1.15 1.20
H -0.51 1.46 -0.51
```

***

The structure with the least stability is a.

***

a:
# CH2BrN3

2 unconnected molecules or ions with the total composition CH2BrN3 (wB97M-V/def2-TZVPD, the OMol25 dataset).

**Net charge**: 0
**Highest occupied orbital energy (spin up / spin down)**: -10.38 / -8.53 eV
**Kohn-Sham gap (spin up / spin down)**: 9.71 / 4.08 eV

The geometry in XYZ format:
```
7
CH2BrN3, DFT wB97M-V/def2-TZVPD
C 2.27 1.15 0.61
N 2.91 1.33 1.58
N 0.93 -0.17 -0.52
N 1.45 0.95 -0.33
Br -2.41 -1.93 -1.78
H 0.10 -0.46 -1.01
H 1.22 -1.03 -0.06
```

***

b:
# CH2BrN3

2 unconnected molecules or ions with the total composition CH2BrN3 (wB97M-V/def2-TZVPD, the OMol25 dataset).

**Net charge**: 0
**Highest occupied orbital energy (spin up / spin down)**: -11.03 / -9.11 eV
**Kohn-Sham gap (spin up / spin down)**: 9.78 / 5.71 eV

The geometry in XYZ format:
```
7
CH2BrN3, DFT wB97M-V/def2-TZVPD
C 1.29 -2.08 -0.15
N 1.51 -3.09 0.37
N -0.07 -0.41 -0.12
N 0.85 -1.02 -0.78
Br 3.56 0.56 -0.07
H -0.71 0.21 -0.59
H -0.12 -0.51 0.86
```

***

The structure with the least stability is a.

***

a:
# CH2BrN3

2 unconnected molecules or ions with the total composition CH2BrN3 (wB97M-V/def2-TZVPD, the OMol25 dataset).

**Net charge**: 0
**Highest occupied orbital energy (spin up / spin down)**: -9.96 / -9.96 eV
**Kohn-Sham gap (spin up / spin down)**: 8.53 / 8.53 eV

The geometry in XYZ format:
```
7
CH2BrN3, DFT wB97M-V/def2-TZVPD
C 2.46 1.13 0.84
N 0.83 -0.66 -1.15
N 1.35 1.42 0.67
N -0.21 -0.94 -0.77
Br -1.90 0.57 -0.48
H 0.40 1.67 0.50
H -0.72 -1.76 -0.48
```

***

b:
# CH2BrN3

A molecular structure, CH2BrN3 (wB97M-V/def2-TZVPD, the OMol25 dataset).

**Net charge**: 0
**Highest occupied orbital energy (spin up / spin down)**: -9.62 / -9.48 eV
**Kohn-Sham gap (spin up / spin down)**: 8.21 / 5.51 eV

The geometry in XYZ format:
```
7
CH2BrN3, DFT wB97M-V/def2-TZVPD
C -0.36 1.20 0.63
N 0.45 1.45 -0.33
N 0.23 -0.05 0.92
N 0.91 0.13 -0.19
Br -2.00 -1.19 -1.30
H -0.05 -0.92 1.32
H 0.82 -0.61 -1.05
```

***

The structure with the least stability is b.

***

a:
# C2H2BrO2S2

2 unconnected molecules or ions with the total composition C2H2BrO2S2 (wB97M-V/def2-TZVPD, the OMol25 dataset).

**Net charge**: -1
**Highest occupied orbital energy**: -3.77 eV
**Kohn-Sham gap**: 5.44 eV

The geometry in XYZ format:
```
9
C2H2BrO2S2, DFT wB97M-V/def2-TZVPD
C 0.46 0.72 0.09
C 0.36 -0.75 -0.03
O 0.55 1.17 1.34
O 0.52 1.44 -0.88
S 0.48 -1.72 1.31
S 0.20 -1.32 -1.66
Br -3.22 0.10 0.01
H 0.45 0.40 1.94
H 0.19 -0.05 -2.11
```

***

b:
# C2H2BrO2S2

2 unconnected molecules or ions with the total composition C2H2BrO2S2 (wB97M-V/def2-TZVPD, the OMol25 dataset).

**Net charge**: -1
**Highest occupied orbital energy (spin up / spin down)**: -3.67 / -3.67 eV
**Kohn-Sham gap (spin up / spin down)**: 5.53 / 5.53 eV

The geometry in XYZ format:
```
9
C2H2BrO2S2, DFT wB97M-V/def2-TZVPD
C 1.23 -1.02 1.07
C 1.52 -0.42 -0.21
O -0.01 -1.49 1.10
O 2.03 -1.04 1.98
S -1.14 1.22 0.81
S 0.80 -0.77 -1.59
Br 3.38 0.21 -0.28
H -1.08 2.19 -0.05
H -0.63 -0.93 0.59
```

***

The structure with the least stability is b.

***

a:
# CH20O9

9 unconnected molecules or ions with the total composition CH20O9 (wB97M-V/def2-TZVPD, the OMol25 dataset).

**Net charge**: 0
**Highest occupied orbital energy**: -10.23 eV
**Kohn-Sham gap**: 10.25 eV

The geometry in XYZ format:
```
30
CH20O9, DFT wB97M-V/def2-TZVPD
C 5.35 3.94 0.49
O 5.14 2.71 -0.14
H 5.08 4.00 1.55
H 6.39 4.25 0.38
H 4.79 4.67 -0.08
H 4.20 2.59 -0.05
O -3.03 2.52 1.02
H -2.84 1.59 1.17
H -3.86 2.52 0.54
O -5.03 -1.59 -3.32
H -5.71 -2.23 -3.51
H -4.30 -2.11 -2.99
O 0.16 -2.12 2.62
H 0.01 -1.48 1.93
H 0.88 -2.67 2.29
O -3.80 -2.04 3.36
H -3.81 -2.57 4.15
H -2.88 -1.83 3.22
O -0.58 -0.39 -0.67
H -0.26 0.37 -1.16
H -0.68 -1.08 -1.33
O 2.83 -2.94 -1.95
H 3.37 -2.78 -1.17
H 2.09 -3.46 -1.63
O 0.79 3.68 1.44
H 1.02 4.18 2.22
H -0.12 3.41 1.58
O -1.84 -3.46 -3.05
H -1.50 -3.27 -3.93
H -1.85 -4.41 -3.00
```

***

b:
# CH20O9

9 unconnected molecules or ions with the total composition CH20O9 (wB97M-V/def2-TZVPD, the OMol25 dataset).

**Net charge**: 0
**Highest occupied orbital energy**: -8.10 eV
**Kohn-Sham gap**: 7.92 eV

The geometry in XYZ format:
```
30
CH20O9, DFT wB97M-V/def2-TZVPD
O 11.95 48.42 32.77
H 11.38 47.72 32.35
H 11.69 48.99 33.64
H 12.82 47.87 33.03
C 12.48 49.26 35.85
O 11.39 48.50 35.41
H 13.43 48.95 35.56
H 12.46 49.66 36.91
H 12.52 50.25 35.38
O 9.70 46.97 32.53
H 9.58 46.19 31.96
H 9.25 46.99 33.45
O 14.37 47.20 32.88
H 14.73 47.49 33.72
H 15.06 47.47 32.28
O 10.34 50.02 30.82
H 10.16 50.43 31.79
H 10.21 50.82 30.33
O 8.83 47.35 35.12
H 9.67 47.84 35.34
H 8.35 46.88 35.83
O 12.52 45.16 33.39
H 13.46 45.52 33.14
H 12.14 44.70 32.68
O 11.27 47.77 29.38
H 10.56 47.04 29.13
H 10.72 48.63 29.65
O 9.68 50.55 35.78
H 10.36 49.81 35.73
H 9.81 51.25 36.36
```

***

The structure with the least stability is b.

***

a:
# H24O12Xe

A molecular structure, H24O12Xe (wB97M-V/def2-TZVPD, the OMol25 dataset).

**Net charge**: 0
**Highest occupied orbital energy**: -9.43 eV
**Kohn-Sham gap**: 9.23 eV

The geometry in XYZ format:
```
37
H24O12Xe, DFT wB97M-V/def2-TZVPD
Xe -0.75 0.79 -0.36
O -3.67 2.47 -2.71
H -3.42 3.37 -2.93
H -3.01 1.93 -3.15
O 0.83 -1.90 -2.16
H 1.43 -1.59 -1.49
H 1.38 -2.42 -2.75
O 2.60 -0.68 -0.38
H 2.30 -0.64 0.53
H 2.44 0.20 -0.72
O -0.40 -3.65 -0.59
H -0.06 -2.95 -1.15
H -0.52 -3.24 0.26
O -0.36 -2.44 1.74
H 0.41 -1.88 1.77
H -1.06 -1.92 2.12
O -2.26 -2.17 -2.63
H -2.05 -2.49 -3.50
H -1.41 -1.94 -2.25
O 2.52 2.54 0.90
H 3.18 2.39 1.57
H 2.96 3.06 0.23
O 1.17 0.26 -4.05
H 0.40 0.80 -3.90
H 1.13 -0.42 -3.37
O 1.68 -0.69 2.25
H 2.40 -1.04 2.76
H 1.13 -0.23 2.89
O -0.34 0.78 3.54
H -0.25 1.72 3.65
H -1.01 0.68 2.86
O 0.47 4.52 1.64
H 0.91 3.81 1.19
H 0.16 5.10 0.95
O -2.59 -0.68 2.36
H -3.30 -0.34 1.81
H -3.04 -1.12 3.08
```

***

b:
# H24O12Xe

A molecular structure, H24O12Xe (wB97M-V/def2-TZVPD, the OMol25 dataset).

**Net charge**: 0
**Highest occupied orbital energy**: -10.14 eV
**Kohn-Sham gap**: 9.73 eV

The geometry in XYZ format:
```
37
H24O12Xe, DFT wB97M-V/def2-TZVPD
Xe -9.66 -10.96 -3.57
O -9.12 -7.47 -6.34
H -8.49 -8.08 -5.95
H -9.78 -8.03 -6.75
O -12.37 -10.58 -1.22
H -13.22 -10.73 -0.80
H -12.17 -9.66 -1.03
O -10.46 -12.60 -0.34
H -10.22 -12.45 0.58
H -11.12 -11.93 -0.53
O -6.20 -12.77 -3.89
H -6.50 -11.90 -3.64
H -6.44 -13.33 -3.15
O -12.85 -12.14 -3.59
H -12.80 -11.57 -2.82
H -13.53 -12.78 -3.37
O -12.37 -11.07 -6.02
H -12.36 -11.31 -5.10
H -12.46 -11.91 -6.48
O -11.02 -13.86 -4.78
H -11.55 -13.21 -4.33
H -10.57 -14.33 -4.08
O -5.94 -9.72 -3.25
H -6.00 -8.77 -3.14
H -5.09 -9.86 -3.65
O -7.72 -13.78 -1.62
H -8.49 -13.22 -1.54
H -7.12 -13.47 -0.93
O -7.10 -8.93 -5.87
H -6.78 -9.30 -5.04
H -7.13 -9.68 -6.47
O -13.20 -8.99 -4.05
H -12.90 -8.16 -3.69
H -12.71 -9.09 -4.87
O -7.96 -13.35 -5.91
H -8.61 -13.94 -5.52
H -7.37 -13.13 -5.18
```

***

c:
# H24O12Xe

A molecular structure, H24O12Xe (wB97M-V/def2-TZVPD, the OMol25 dataset).

**Net charge**: 0
**Highest occupied orbital energy**: -9.29 eV
**Kohn-Sham gap**: 9.04 eV

The geometry in XYZ format:
```
37
H24O12Xe, DFT wB97M-V/def2-TZVPD
Xe 0.12 0.49 -0.23
O -3.83 0.47 1.23
H -3.44 1.02 0.55
H -4.77 0.46 1.03
O 1.95 -2.72 -2.66
H 1.84 -1.81 -2.94
H 1.53 -3.23 -3.35
O -2.72 -2.63 -0.85
H -2.65 -2.33 0.06
H -3.23 -3.44 -0.79
O 2.05 1.56 2.65
H 2.80 1.55 3.25
H 1.36 1.99 3.15
O 0.73 -3.06 1.79
H 1.44 -2.43 1.64
H 0.18 -2.99 1.01
O -0.07 -3.67 -0.94
H -0.84 -3.21 -1.26
H 0.66 -3.26 -1.40
O -2.75 2.72 -0.17
H -1.98 2.77 -0.74
H -3.44 3.13 -0.68
O 1.59 -0.05 -3.49
H 1.79 0.84 -3.18
H 0.75 0.04 -3.94
O 2.77 -1.05 1.56
H 3.29 -1.10 0.75
H 2.43 -0.15 1.57
O 3.58 3.22 0.95
H 3.80 3.91 1.57
H 2.93 2.68 1.41
O -2.16 -1.50 1.79
H -2.92 -0.99 1.50
H -1.63 -0.88 2.29
O -0.52 4.23 -1.20
H -1.00 5.05 -1.04
H 0.36 4.40 -0.89
```

***

The structure with the least stability is b.

***

a:
# C2H3FOS

A molecular structure, C2H3FOS (wB97M-V/def2-TZVPD, the OMol25 dataset).

**Net charge**: 0
**Highest occupied orbital energy**: -8.67 eV
**Kohn-Sham gap**: 7.86 eV

The geometry in XYZ format:
```
8
C2H3FOS, DFT wB97M-V/def2-TZVPD
C 0.33 0.39 0.49
C -1.18 0.16 0.43
H 1.56 0.51 1.81
H -1.55 -1.07 0.98
H -1.56 1.08 1.01
O 0.68 0.88 1.64
F -1.56 0.00 -1.02
S 0.95 -0.68 -0.83
```

***

b:
# C2H3FOS

C2H3FOS in the gas phase (wB97M-V/def2-TZVPD, the OMol25 dataset).

**Net charge**: 0
**Highest occupied orbital energy**: -9.18 eV
**Kohn-Sham gap**: 9.20 eV

The geometry in XYZ format:
```
8
C2H3FOS, DFT wB97M-V/def2-TZVPD
C -0.25 0.37 0.60
C 0.01 -0.15 -1.00
H 0.62 -0.59 1.98
H 1.15 0.04 -1.27
H -0.26 -1.31 -0.90
O 0.36 -0.69 1.11
F -0.76 0.55 -1.87
S -0.87 1.78 1.36
```

***

The structure with the least stability is a.